Entry 1:
DFT (ωB97M-V with the def2-TZVPD basis set) results for a single C7H9N5O molecule.

```
22
Properties=species:S:1:pos:R:3:mulliken_charge:R:1
N 0.74063 1.19776 -0.48493 0.26
C 0.27043 -0.93691 -0.63063 0.47
H -0.10263 -2.88596 0.41634 0.30
N 1.26442 -0.64453 -1.60239 -0.02
H -0.60921 0.96750 2.10944 0.31
H 1.45407 -1.19324 -2.35005 0.24
H -1.39890 -2.26038 -0.68788 0.32
C -0.87336 0.26766 1.29415 -1.24
H 0.03743 -2.90983 -1.34669 0.38
N 1.77416 3.41438 -0.88232 -0.11
C 0.92301 2.70505 -0.04190 0.09
C 1.47671 0.71556 -1.56395 0.17
N 0.44338 2.98617 1.08221 -0.51
C 0.05883 0.08172 0.16799 0.24
H -1.70996 0.81388 0.81307 0.26
H 2.04097 2.84102 -1.73565 0.26
O 2.11988 1.32687 -2.38711 -0.66
C -0.34294 -2.31393 -0.56664 -1.31
H 0.28112 3.94511 1.43389 0.26
H -1.09033 -0.69757 1.77841 0.39
N 2.09950 5.80869 -0.46923 -0.46
C 1.94922 4.69309 -0.64418 0.37
```

## Properties
- Expectation value of S²: 2.009
- Energy relative to the best compared isomer or geometry (same formula, charge and spin): 0.0 kcal/mol
- E_tot: -16897.8398 eV
- Multiplicity: 3
- Orbital gap (spin up / spin down): 4.957 / 7.895 eV
- Max |F|: 11.572 eV Å⁻¹

=====

Entry 2:
DFT (ωB97M-V with the def2-TZVPD basis set) results for a molecular structure, C7H9NO.

```
18
Properties=species:S:1:pos:R:3:mulliken_charge:R:1
C 0.04646 -1.61352 1.77405 -0.53
C 0.71354 0.27393 -2.07373 -0.21
H 0.72964 -0.63400 2.03457 0.27
H -2.55119 -0.56909 0.12548 0.21
C 1.48336 1.25538 -1.60945 -0.36
C -1.66300 -0.07942 0.83737 -0.40
H 0.16724 -2.30859 0.92721 0.26
H 2.34088 1.71319 -2.12988 0.36
C 1.19710 1.79802 -0.33671 -0.19
C -0.36161 -0.24493 -1.34495 -0.60
H 1.66603 2.68017 0.25147 0.34
H -0.93502 -1.09213 -1.60031 0.43
C -0.49875 0.35071 -0.04350 0.68
H -0.03242 -2.36055 2.78947 0.20
N 0.17797 1.36329 0.44404 -0.49
O -1.32744 -1.04024 1.81706 -0.32
H 1.14013 -0.28699 -3.24401 0.13
H -2.29292 0.79476 1.38183 0.23
```

## Properties
- Energy relative to the best compared isomer or geometry (same formula, charge and spin): 92.2 kcal/mol
- E_tot: -10938.8183 eV
- Orbital gap: 10.150 eV
- Max |F|: 6.441 eV Å⁻¹

=====

Entry 3:
DFT (ωB97M-V with the def2-TZVPD basis set) results for 2 unconnected molecules or ions with the total composition C7H9NO.

```
18
Properties=species:S:1:pos:R:3:mulliken_charge:R:1
H -1.80691 -1.87632 -0.70805 0.33
O 1.73037 -0.84432 0.10098 -0.57
C -1.35756 -2.02313 0.27059 -1.28
H -2.15235 -2.23208 0.98191 0.38
C -0.57268 -0.78252 0.70309 -0.21
C 0.25655 -0.04810 -1.59480 -1.20
H 3.23977 1.77669 0.69924 0.38
C 0.60317 -0.56857 -0.22275 0.69
C 1.07489 2.41242 0.74093 0.23
H -0.69793 -2.88677 0.22441 0.33
H -0.08659 -0.89002 -2.20141 0.39
H 1.13789 0.37746 -2.07215 0.31
H -1.22990 0.08526 0.69483 0.18
N -1.37956 2.94249 0.74413 -0.48
C -0.25085 2.72154 0.75319 -0.41
H -0.19757 -0.92968 1.71729 0.28
C 2.23406 2.08009 0.71694 0.32
H -0.54480 0.68555 -1.54836 0.34
```

## Properties
- Energy relative to the best compared isomer or geometry (same formula, charge and spin): 67.1 kcal/mol
- E_tot: -10939.9068 eV
- Orbital gap: 10.013 eV
- SMILES: CCC(C)=O.C#CC#N
- Max |F|: 1.882 eV Å⁻¹

=====

Entry 4:
DFT (ωB97M-V with the def2-TZVPD basis set) results for a single C7H9NO2 molecule.

```
19
Properties=species:S:1:pos:R:3:mulliken_charge:R:1
H 1.72017 -2.10547 -0.26423 0.23
C 0.43617 -3.22774 0.77063 -1.16
O -1.53710 -1.47004 -0.36762 -0.51
C -0.47544 1.30463 -0.24147 0.49
C 0.71583 3.54807 -0.27953 -0.89
C -2.01626 1.36018 -0.37128 0.11
H 1.20358 4.20934 -0.78338 0.34
C 0.72468 -1.85087 0.35909 0.10
C -0.37159 -1.10749 -0.31526 0.39
H 0.70348 3.82829 0.73854 0.29
H 0.96384 -1.25222 1.33173 0.19
H -0.45743 -3.23592 1.43800 0.31
H 1.46784 -3.83474 1.28625 0.27
H -0.00105 -3.80093 -0.09633 0.30
N -3.10396 1.39384 -0.47413 -0.38
C 0.18769 2.45026 -0.96359 -0.50
H -0.39164 1.28130 0.94156 0.21
H 0.25388 2.38536 -1.92771 0.50
O -0.02270 0.12417 -0.78127 -0.30
```

## Properties
- Energy relative to the best compared isomer or geometry (same formula, charge and spin): 105.4 kcal/mol
- E_tot: -12985.9226 eV
- Orbital gap: 11.161 eV
- SMILES: C=C[C@@H](C#N)OC(=O)CC
- Max |F|: 9.273 eV Å⁻¹

=====

Entry 5:
DFT (ωB97M-V with the def2-TZVPD basis set) results for a single C7H9NO2 molecule.

```
19
Properties=species:S:1:pos:R:3:mulliken_charge:R:1
C -1.65458 1.03301 0.08596 -0.01
C -1.85314 -0.49789 0.12318 -0.62
O -0.67068 -2.20537 -1.00012 -0.58
H -2.42324 -0.63127 1.06344 0.35
H 0.90319 2.06548 -2.21641 0.41
H -2.63443 -0.67944 -0.71255 0.31
C 0.42374 0.92707 -0.68872 0.50
H 0.07881 -0.36480 2.31081 0.42
H 1.73781 -0.87801 2.11862 0.41
H -2.65197 1.61705 0.31617 0.31
H 1.23969 0.73694 1.73474 0.41
C -0.62382 -1.30837 -0.20441 0.42
C 0.91642 -0.21600 1.75912 -1.60
N -0.63236 1.67909 -0.30704 -0.58
O 1.89131 -1.08472 -0.14543 -0.63
C 0.66020 -0.59395 0.21619 0.93
H 1.91466 -1.52761 -1.00878 0.36
H 2.12664 0.64416 -1.79748 0.25
C 1.25177 1.28462 -1.64731 -1.08
```

## Properties
- Energy relative to the best compared isomer or geometry (same formula, charge and spin): 76.4 kcal/mol
- E_tot: -12987.1833 eV
- Orbital gap: 9.579 eV
- SMILES: C=C1N=CCC(=O)[C@@]1(C)O
- Max |F|: 4.837 eV Å⁻¹

=====

Entry 6:
DFT (ωB97M-V with the def2-TZVPD basis set) results for a single C7H9NO3 molecule.

```
20
Properties=species:S:1:pos:R:3:mulliken_charge:R:1
C -0.30182 1.51445 0.76076 -0.78
N 1.49432 -1.93462 0.56066 0.19
C -0.14220 0.05009 1.16147 -0.78
H -1.99658 0.11142 -1.34308 0.34
H 1.05678 1.55568 -1.92078 0.28
H 0.87955 -0.05745 1.39504 0.52
C 0.91568 2.05252 0.06309 0.40
O 2.14283 -2.92487 0.34868 -0.45
H -1.06575 1.71432 0.11267 0.48
H -0.70500 -0.36363 1.98618 0.59
H -1.94601 -1.57812 -1.43879 0.47
H -0.10639 -2.54536 -0.88265 0.33
H -2.69865 -0.87557 -0.06975 0.30
O 1.39091 3.10935 0.32657 -0.52
H -0.67210 2.19098 1.66789 0.27
C 1.53373 1.12592 -1.01986 0.08
C -1.85288 -0.77978 -0.82146 -1.42
C -0.64452 -0.91004 0.08997 0.58
O 2.45202 0.40025 -0.82824 -0.40
C 0.26606 -1.85554 -0.14839 -0.48
```

## Properties
- Energy relative to the best compared isomer or geometry (same formula, charge and spin): 118.2 kcal/mol
- E_tot: -15032.0267 eV
- Orbital gap (spin up / spin down): 8.395 / 8.394 eV
- SMILES: C/C(=C/N=O)CCC(=O)C=O
- Max |F|: 5.366 eV Å⁻¹

=====

Entry 7:
DFT (ωB97M-V with the def2-TZVPD basis set) results for a molecular structure, C7H9NO5Zn.

```
23
Properties=species:S:1:pos:R:3:mulliken_charge:R:1
C -1.07994 1.50514 -2.04732 0.24
H 3.89254 -1.14472 1.04637 0.35
O -0.43762 1.70342 -2.97776 -0.05
H 3.87259 -1.33431 -0.68752 0.35
H 0.31474 -2.30740 1.24238 0.25
O -2.66445 1.35252 2.78320 -0.03
H -4.12045 4.04312 -0.50793 0.00
H 3.67442 -2.72590 0.35870 0.28
H -3.87336 4.10249 -1.18275 0.01
O 0.45848 3.68531 0.68837 -0.09
O -0.00760 -0.58960 0.29179 -0.59
C 3.42956 -1.68665 0.23606 -0.75
Zn -1.07786 0.90794 0.05795 0.45
H 1.41993 -3.58299 0.48264 0.36
O -4.11963 -0.90418 -1.33254 -0.08
C 0.94849 -2.60312 0.38891 -0.71
H 1.69467 0.57450 -0.01354 0.48
N 1.96144 -1.56132 0.24979 0.17
C -3.16310 -0.45173 -0.90766 0.14
C -0.16608 2.74184 0.47344 0.45
H 0.24978 -2.49270 -0.46198 0.26
C 1.26379 -0.43400 0.14415 0.20
C -2.47033 1.20234 1.67523 0.31
```

## Properties
- E_tot: -67530.8769 eV
- Net charge: +2
- Orbital gap: 8.853 eV
- Max |F|: 5.967 eV Å⁻¹

=====

Entry 8:
DFT (ωB97M-V with the def2-TZVPD basis set) results for a single C7H9NOS molecule.

```
19
Properties=species:S:1:pos:R:3:mulliken_charge:R:1
H -0.90046 -1.79014 -0.07324 0.37
H -0.20894 -2.95717 0.92234 0.41
C -0.21807 -1.93832 0.75964 -1.54
C 0.43377 1.01293 -0.47723 0.95
C 0.23372 0.75070 -1.91172 -1.02
C -0.70350 1.31839 0.49270 -1.28
C 2.92935 -0.06469 0.10794 -0.74
H -0.66181 -1.39082 1.58223 0.37
H 0.71936 -0.07480 -2.42852 0.36
N 2.30990 -2.02159 0.79704 -0.56
S 0.79642 2.42827 -1.62941 -0.13
H -1.19563 0.33197 0.63324 0.22
H -0.30483 1.71588 1.37452 0.33
C 1.55084 -0.08178 0.05208 0.49
H -1.34176 2.02751 -0.01583 0.46
H -0.71017 0.70184 -2.26898 0.38
C 1.18934 -1.38960 0.55355 0.64
H 3.70087 0.59397 -0.31055 0.48
O 3.33764 -1.23957 0.56431 -0.19
```

## Properties
- Expectation value of S²: 2.030
- Energy relative to the best compared isomer or geometry (same formula, charge and spin): 41.3 kcal/mol
- E_tot: -21770.1780 eV
- Multiplicity: 3
- Orbital gap (spin up / spin down): 5.777 / 6.727 eV
- Max |F|: 7.799 eV Å⁻¹

=====

Entry 9:
DFT (ωB97M-V with the def2-TZVPD basis set) results for a gas-phase ion, C7H9O2 (charge +1).

```
18
Properties=species:S:1:pos:R:3:mulliken_charge:R:1
H -3.38116 0.85554 -0.67318 0.38
C -0.10869 -0.30084 0.17315 0.70
C -2.27977 0.88152 -0.33095 -0.12
C 0.48841 0.83759 0.70201 0.15
H -0.29665 -1.22123 -1.72988 0.27
H 2.18078 0.85132 -0.72094 0.29
C 0.47626 -1.12997 -1.03281 -0.62
H 1.18357 -1.96658 1.00096 0.26
H 1.42531 -0.82890 -1.40301 0.31
O -1.59162 1.87206 -0.50302 -0.33
H -0.45040 -2.48628 0.40937 0.31
C 1.79409 1.29420 0.27945 -1.14
C -1.71511 -0.42747 0.20666 0.17
C 0.36250 -1.79930 0.21455 -0.43
O -2.25880 -1.38668 0.57739 -0.39
H 1.86962 2.45674 0.38781 0.37
H 2.59279 1.09071 1.08205 0.36
H -0.29112 1.40758 1.36039 0.46
```

## Properties
- Expectation value of S²: 2.018
- Energy relative to the best compared isomer or geometry (same formula, charge and spin): 0.0 kcal/mol
- E_tot: -11486.1695 eV
- Net charge: +1
- Multiplicity: 3
- Orbital gap (spin up / spin down): 5.886 / 7.027 eV
- Max |F|: 5.097 eV Å⁻¹

=====

Entry 10:
DFT (ωB97M-V with the def2-TZVPD basis set) results for a single C7H9O3 molecule.

```
19
Properties=species:S:1:pos:R:3:mulliken_charge:R:1
O -0.13421 -0.48574 2.41680 -0.47
C 0.51658 0.93141 -1.30573 0.72
H -0.31346 -2.71583 0.91064 0.43
H 1.42027 -0.95198 1.02060 0.40
O -1.50580 -2.03351 -0.64243 -0.48
C 0.71515 -0.16540 1.33274 -0.12
C -0.75298 1.46429 -1.92676 -1.14
H -0.87776 -2.11608 -1.38420 0.32
H -1.48980 1.71181 -1.15424 0.33
C 1.01156 1.73757 -0.16586 -0.53
O 1.04638 -0.09987 -1.74430 -0.58
C -0.85776 -1.86324 0.50404 -0.68
C -0.79126 -0.60852 1.13069 0.40
H -1.57516 0.13830 0.91069 0.42
H -1.18625 0.71979 -2.59225 0.30
C 1.11501 1.20579 1.07379 -0.52
H -0.52255 2.36293 -2.50616 0.39
H 1.53399 1.77229 1.91103 0.38
H 1.30697 2.76431 -0.38506 0.42
```

## Properties
- Expectation value of S²: 0.758
- Energy relative to the best compared isomer or geometry (same formula, charge and spin): 5.7 kcal/mol
- E_tot: -13543.0408 eV
- Multiplicity: 2
- Orbital gap (spin up / spin down): 7.429 / 10.390 eV
- Max |F|: 2.699 eV Å⁻¹

=====

Entry 11:
DFT (ωB97M-V with the def2-TZVPD basis set) results for a single C7H9O4P molecule.

```
21
Properties=species:S:1:pos:R:3:mulliken_charge:R:1
O -1.05756 -3.08667 -0.67442 -0.49
H 0.76509 -1.49011 -1.09429 0.42
H -2.34947 -3.26604 1.84408 0.34
C -0.24312 2.45514 0.69315 -0.77
O -2.10466 -1.19891 0.56022 -0.63
H -0.81022 2.90526 1.49769 0.37
C 1.17859 1.17285 -1.30459 -0.55
H -0.09204 4.18812 -0.50471 0.35
O -1.38701 -3.17002 1.90715 -0.54
P -1.05453 -2.20445 0.67088 1.03
C 0.05489 1.11706 0.78360 0.01
O 0.38866 -1.64535 0.97684 -0.32
C 0.73933 0.46962 -0.20305 0.70
H 1.23112 3.06134 -2.26967 0.36
H -0.26619 0.54783 1.64622 0.35
C 0.88567 2.50778 -1.40287 -0.47
C 1.05462 -1.02476 -0.14906 -0.85
H 1.75010 0.68294 -2.08759 0.36
H -0.98473 -4.02277 -0.43729 0.33
C 0.16818 3.13685 -0.42580 -0.35
H 2.13328 -1.13571 -0.02649 0.36
```

## Properties
- E_tot: -24886.6878 eV
- Orbital gap: 9.556 eV
- SMILES: O=P(O)(O)OCc1ccccc1
- Max |F|: 1.985 eV Å⁻¹

=====

Entry 12:
DFT (ωB97M-V with the def2-TZVPD basis set) results for 2 unconnected molecules or ions with the total composition C7H9OP.

```
18
Properties=species:S:1:pos:R:3:mulliken_charge:R:1
C 0.54772 -0.81283 0.93934 -0.44
H -3.52503 1.31888 1.08704 0.39
H 2.91433 0.38343 -1.88271 0.30
C -2.93371 2.00324 0.52156 -1.07
C 2.28865 0.06294 -1.03210 -0.34
H 3.71797 -0.26373 0.57945 0.42
H -2.22142 -0.80833 -1.65762 0.07
H 0.80403 0.08464 -2.37462 0.48
C 2.73452 -0.26798 0.26403 -0.49
H 1.99815 -0.97757 2.33290 0.31
H -1.94624 2.25176 0.50446 0.39
O -2.16181 -1.98898 0.33388 -0.53
C 0.11606 -0.62452 -0.40817 0.39
P -1.73713 -0.80845 -0.40077 0.37
C 0.97474 -0.11628 -1.38693 -0.42
H -0.07003 -1.15823 1.73554 0.35
H -3.35165 2.34037 -0.45700 0.30
C 1.85083 -0.61839 1.30171 -0.48
```

## Properties
- Expectation value of S²: 2.009
- Energy relative to the best compared isomer or geometry (same formula, charge and spin): 26.4 kcal/mol
- E_tot: -18736.7142 eV
- Multiplicity: 3
- Orbital gap (spin up / spin down): 8.224 / 8.158 eV
- Max |F|: 3.908 eV Å⁻¹